This record from the OMol25 dataset describes a molecular structure, C31H26GeIrNS4 in a non-equilibrium geometry. The level of theory is ωB97M-V/def2-TZVPD.

Each line ends with the Löwdin spin population.
Cartesian coordinates (Å):
1 Ir -0.1805 0.2772 -0.5574  0.048
2 S 1.7738 1.3285 -1.0296  0.007
3 C 2.7682 -0.0473 -1.2784  0.002
4 C 3.8843 0.0801 -2.1192  0.001
5 C 4.6276 -1.0447 -2.4419  0.000
6 C 4.2940 -2.2761 -1.8969  0.000
7 C 3.2237 -2.4089 -0.9997  0.000
8 C 2.4553 -1.3093 -0.7082  0.000
9 S 1.1889 -1.3042 0.5486  0.000
10 C 0.0532 -2.6977 0.1823  0.009
11 C -1.3916 -2.2737 0.2811  0.004
12 C -2.3733 -3.2097 0.5427  0.000
13 C -3.7064 -2.8211 0.5000  -0.001
14 C -4.0224 -1.5018 0.2146  0.000
15 C -2.9943 -0.6028 -0.0005  0.001
16 C -3.2136 0.8526 -0.2467  0.006
17 S -2.0216 1.5135 -1.4594  0.009
18 C -2.4871 0.5963 -2.9192  0.071
19 C -3.5982 1.0187 -3.6100  0.017
20 C -4.0050 0.3270 -4.7601  0.144
21 C -3.2845 -0.7695 -5.2239  -0.010
22 C -2.1427 -1.1721 -4.5639  0.104
23 C -1.7137 -0.4912 -3.3989  0.081
24 S -0.2234 -0.9087 -2.7107  0.499
25 N -1.7100 -0.9896 0.0328  0.005
26 H 4.1292 1.0485 -2.5380  0.000
27 H 5.4731 -0.9585 -3.1104  0.000
28 H 4.8851 -3.1490 -2.1421  0.000
29 H 3.0289 -3.3673 -0.5347  0.000
30 H 0.2484 -3.5016 0.8910  0.000
31 H 0.2979 -3.0551 -0.8206  0.006
32 H -2.1009 -4.2353 0.7518  0.000
33 H -4.4899 -3.5453 0.6796  0.000
34 H -5.0507 -1.1698 0.1747  0.000
35 H -3.0214 1.4357 0.6593  0.000
36 H -4.2263 1.0670 -0.5837  0.000
37 H -4.1527 1.8899 -3.2825  -0.001
38 H -4.8827 0.6639 -5.2958  0.006
39 H -3.6032 -1.2887 -6.1174  -0.003
40 H -1.5541 -2.0015 -4.9335  0.002
41 Ge 0.1043 1.7546 1.3597  -0.002
42 C 2.0927 1.9426 1.1572  -0.003
43 C 2.6405 3.1003 0.4867  -0.002
44 C 4.0046 3.2218 0.2623  0.000
45 C 4.8548 2.2294 0.7098  -0.002
46 C 4.3589 1.0979 1.3989  -0.001
47 C 3.0163 0.9685 1.6355  0.000
48 C -0.4491 1.3141 3.1537  -0.001
49 C -0.3538 2.3275 4.1090  0.000
50 C -0.8192 2.1144 5.3980  0.000
51 C -1.3733 0.8886 5.7433  0.000
52 C -1.4721 -0.1240 4.8003  0.000
53 C -0.9978 0.0845 3.5125  0.000
54 H -0.4253 3.1672 1.0406  0.000
55 H 1.9723 3.8870 0.1533  0.000
56 H 4.3995 4.0907 -0.2466  0.000
57 H 5.9221 2.3331 0.5571  0.000
58 H 5.0509 0.3501 1.7647  0.000
59 H 2.6587 0.1362 2.2259  0.000
60 H 0.0784 3.2900 3.8570  0.000
61 H -0.7486 2.9055 6.1322  0.000
62 H -1.7139 0.7172 6.7555  0.000
63 H -1.9197 -1.0716 5.0695  0.000
64 H -1.0629 -0.7239 2.7888  0.000

Output
multiplicity = 2
max |F| = 1.1 eV Å⁻¹
frontier orbital gap (alpha / beta) = 5.138 / 5.131 eV
LUMO energy (alpha / beta) = -11.1 / -11.1 eV
total charge = +3



This record from the OMol25 dataset describes 5 unconnected molecules or ions with the total composition C31H27BBrFO21 in a non-equilibrium geometry. The level of theory is ωB97M-V/def2-TZVPD.

Each line ends with the Mulliken charge.
Cartesian coordinates (Å):
1 O 6.4447 -7.2138 4.5559  -0.521
2 C 5.9635 -6.1561 3.8781  0.572
3 O 6.6314 -5.4984 2.7058  -0.401
4 C 6.3182 -4.0816 2.9542  0.033
5 C 6.9372 -2.9155 1.9762  -0.493
6 B 8.1693 -2.1959 2.8581  0.491
7 O 9.5956 -2.4392 2.4568  -0.537
8 O 7.7722 -1.3771 4.0384  -0.516
9 C 4.6960 -4.2201 3.1474  0.502
10 Br 3.7511 -4.7631 1.4354  -0.117
11 C 4.1461 -2.7585 3.6475  -0.476
12 C 2.5688 -2.7531 4.1030  -0.483
13 C 1.8901 -1.3560 3.4826  -0.310
14 F 2.7309 -0.1611 3.7520  -0.294
15 O 4.7204 -5.3536 4.1298  -0.364
16 H 6.7116 -3.9504 4.0736  0.165
17 H 6.1491 -2.1301 1.5968  0.267
18 H 7.4442 -3.4323 1.0568  0.224
19 H 9.6387 -3.4187 2.2235  0.341
20 H 7.9146 -2.0192 4.8199  0.327
21 H 4.7813 -2.2954 4.5262  0.256
22 H 4.2427 -1.9895 2.7405  0.194
23 H 2.0497 -3.6943 3.5974  0.256
24 H 2.4305 -2.8098 5.2870  0.310
25 H 1.8300 -1.5177 2.3016  0.250
26 H 0.8345 -1.2375 3.9774  0.330
27 C 1.7988 5.1627 0.9057  -1.001
28 C 2.8886 4.9087 1.6326  0.434
29 C 3.0065 3.6636 2.4410  0.855
30 O 4.0280 3.4487 3.0838  -0.617
31 C 1.8697 2.7296 2.4377  -0.851
32 C 0.7785 2.9855 1.7135  0.455
33 C 0.6723 4.2169 0.8837  0.647
34 O -0.3358 4.4157 0.2142  -0.462
35 O -0.2946 2.1134 1.7079  -0.578
36 O 3.9503 5.7942 1.6603  -0.570
37 H 1.7008 6.0627 0.3117  0.436
38 H 1.9612 1.8373 3.0436  0.507
39 H -0.9579 2.5198 1.1084  0.336
40 H 4.6160 5.3849 2.2550  0.348
41 C -4.8625 6.3066 -1.0321  -0.770
42 C -3.7485 5.5968 -0.8425  0.337
43 C -2.9561 5.0791 -1.9921  0.951
44 O -1.9264 4.4461 -1.7869  -0.532
45 C -3.4538 5.3499 -3.3499  -0.838
46 C -4.5696 6.0568 -3.5392  0.168
47 C -5.3466 6.5977 -2.3903  1.027
48 O -6.3584 7.2596 -2.5965  -0.761
49 O -5.0445 6.3127 -4.8125  -0.592
50 O -3.2888 5.3170 0.4312  -0.552
51 H -5.4470 6.6909 -0.2056  0.458
52 H -2.8780 4.9527 -4.1760  0.443
53 H -5.8618 6.8420 -4.6845  0.399
54 H -2.4683 4.7929 0.3031  0.283
55 C 1.6739 -7.9862 -0.8781  -0.878
56 C 1.9145 -9.1926 -1.3951  0.437
57 C 2.4136 -9.3513 -2.7892  0.884
58 O 2.6436 -10.4718 -3.2303  -0.607
59 C 2.6085 -8.1353 -3.5941  -0.847
60 C 2.3645 -6.9291 -3.0780  0.360
61 C 1.8920 -6.7693 -1.6754  0.844
62 O 1.6939 -5.6466 -1.2231  -0.611
63 O 2.5430 -5.7823 -3.8297  -0.569
64 O 1.7094 -10.3410 -0.6527  -0.566
65 H 1.3131 -7.8561 0.1344  0.449
66 H 2.9545 -8.2659 -4.6114  0.408
67 H 2.3022 -5.0397 -3.2338  0.347
68 H 1.9559 -11.0831 -1.2466  0.352
69 C -9.3846 3.4879 -2.0612  -1.031
70 C -10.1842 2.9001 -2.9532  0.381
71 C -10.4039 3.4905 -4.3026  0.927
72 O -11.1293 2.9175 -5.1079  -0.611
73 C -9.7328 4.7617 -4.6163  -0.724
74 C -8.9359 5.3511 -3.7228  0.365
75 C -8.6948 4.7464 -2.3840  0.859
76 O -7.9426 5.3023 -1.5907  -0.557
77 O -8.3043 6.5472 -4.0100  -0.600
78 O -10.8381 1.7185 -2.6560  -0.569
79 H -9.2143 3.0686 -1.0775  0.423
80 H -9.9151 5.1890 -5.5939  0.429
81 H -7.7846 6.7673 -3.2062  0.386
82 H -11.3529 1.4954 -3.4619  0.347

Output
max |F| = 10.1 eV Å⁻¹
frontier orbital gap = 7.969 eV
LUMO energy = -1.8 eV
SMILES string = O=C1O[C@@H](CB(O)O)[C@](Br)(CCCF)O1.O=C1C=C(O)C(=O)C=C1O.O=C1C=C(O)C(=O)C=C1O.O=C1C=C(O)C(=O)C=C1O.O=C1C=C(O)C(=O)C=C1O



This record from the OMol25 dataset describes a molecular structure, C31H27BrCl2N6ORuSSi. The level of theory is ωB97M-V/def2-TZVPD.

Each line ends with the Mulliken charge.
Cartesian coordinates (Å):
1 Ru 0.1474 0.0335 0.5773  0.881
2 N -3.1900 -1.0379 2.6649  -0.022
3 C -3.0830 0.1760 3.3428  0.134
4 C -3.8832 0.7526 4.3208  -1.178
5 C -3.4944 1.9941 4.7778  -0.518
6 C -2.3453 2.6311 4.2814  -0.844
7 C -1.5566 2.0525 3.3098  -0.006
8 C -1.9466 0.8044 2.8317  0.533
9 N -1.3963 -0.0410 1.8694  0.221
10 C -2.1760 -1.1152 1.7995  0.215
11 C -1.8457 -2.1367 0.8214  -0.298
12 C -2.3595 -3.3598 0.5467  -0.235
13 S -1.4185 -4.1158 -0.6613  -0.082
14 C -0.3915 -2.7673 -0.7307  -0.252
15 N -0.7356 -1.7990 0.0705  0.370
16 H -3.9142 -1.7271 2.7901  0.246
17 H -4.7616 0.2540 4.7072  0.431
18 H -4.0853 2.4879 5.5365  0.414
19 H -2.0720 3.5988 4.6790  0.459
20 H -0.6642 2.5476 2.9529  0.243
21 H -3.2047 -3.8594 0.9920  0.418
22 H 0.4670 -2.7113 -1.3819  0.471
23 Br 6.9416 5.2302 -2.6413  -0.097
24 C 5.3374 5.7959 -1.8631  0.155
25 C 5.3708 6.7216 -0.8268  -0.516
26 C 4.1820 7.1431 -0.2654  -0.106
27 C 2.9744 6.5943 -0.7057  0.203
28 C 2.9455 5.6949 -1.7799  -0.232
29 C 4.1306 5.2983 -2.3578  -0.705
30 N 1.8369 7.0604 -0.0263  -0.654
31 N 0.7572 6.4718 -0.1286  -0.047
32 C 0.3747 5.1996 -0.1944  -0.051
33 C -0.7551 4.8645 -0.9897  -0.623
34 C -1.1724 3.5697 -1.1288  -0.811
35 C -0.5245 2.5506 -0.4035  1.343
36 O -0.8725 1.2999 -0.4426  -0.547
37 C 0.5524 2.8759 0.4528  -0.032
38 N 1.0780 1.8182 1.1213  0.372
39 C 2.0373 2.0382 2.0166  -0.514
40 C 2.4993 3.3207 2.2930  -1.234
41 C 1.9842 4.4020 1.6028  -0.365
42 C 1.0112 4.1877 0.6269  0.419
43 H 6.3159 7.1173 -0.4833  0.455
44 H 4.1642 7.8802 0.5265  0.506
45 H 2.0070 5.3414 -2.1839  0.485
46 H 4.1360 4.6236 -3.2021  0.470
47 H -1.2473 5.6692 -1.5185  0.527
48 H -2.0072 3.3138 -1.7677  0.576
49 H 2.4317 1.1651 2.5185  0.586
50 H 3.2557 3.4572 3.0522  0.477
51 H 2.3240 5.4035 1.8354  0.668
52 Cl -0.6285 -0.4812 -3.4148  -0.116
53 C 1.0184 0.0735 -3.7136  -0.449
54 Cl 1.6579 1.0268 -2.3519  -0.008
55 H 1.0233 0.7068 -4.5918  0.369
56 H 1.6630 -0.7871 -3.8410  0.319
57 C 4.9080 -2.9837 -0.9918  -0.938
58 Si 4.6557 -2.2340 0.6927  -0.127
59 C 5.8973 -0.8920 1.0420  -0.932
60 C 4.6055 -3.5119 2.0434  -0.968
61 C 2.9657 -1.4296 0.6745  0.351
62 C 1.8583 -0.9032 0.6594  -0.683
63 H 5.9050 -3.4251 -1.0587  0.338
64 H 4.8281 -2.2294 -1.7771  0.306
65 H 4.1834 -3.7739 -1.1962  0.310
66 H 6.9098 -1.2997 1.0728  0.334
67 H 5.7042 -0.4123 2.0035  0.307
68 H 5.8719 -0.1256 0.2644  0.298
69 H 5.5742 -4.0098 2.1232  0.347
70 H 3.8531 -4.2757 1.8400  0.316
71 H 4.3802 -3.0609 3.0111  0.318

Output
max |F| = 0.9 eV Å⁻¹
frontier orbital gap (alpha / beta) = 4.473 / 4.467 eV
LUMO energy (alpha / beta) = -8.0 / -8.0 eV
total charge = +2